{
  "formula": "C5H12N2O",
  "method": "ωB97M-V/def2-TZVPD",
  "species": ["C", "C", "C", "O", "H", "H", "H", "H", "H", "H", "C", "C", "N", "N", "H", "H", "H", "H", "H", "H"],
  "xyz": [[-1.8719, -0.3920, -0.3603], [-0.6363, -0.5240, 1.1360], [-2.1678, 0.6818, -1.1522], [-2.0482, -0.3678, 1.0006], [-1.6742, -1.3670, -0.8062], [-0.3556, -1.5575, 1.3552], [-0.3741, 0.1361, 1.9634], [-0.3099, 1.4151, -0.8358], [-2.6570, 1.5456, -0.7242], [-2.2820, 0.5378, -2.2175], [2.0507, -0.0912, 0.9842], [0.9413, 0.0650, -0.0253], [1.0301, -0.8170, -1.1073], [0.6539, 1.3636, -0.4110], [1.5480, -1.6681, -0.9699], [0.4496, -0.5784, -1.9009], [0.7086, 2.0142, 0.3639], [2.9944, 0.2400, 0.5479], [2.1519, -1.1342, 1.2825], [1.8486, 0.4978, 1.8769]],
  "forces_ev_per_angstrom": [[-2.4, 1.4, -1.5], [2.7, 0.5, 1.6], [-0.5, -1.5, 0.8], [0.7, -0.1, -1.5], [0.3, 0.0, 0.2], [-0.2, -0.2, 0.0], [0.2, -0.1, 0.2], [1.1, 0.0, 0.4], [0.2, 0.2, 0.1], [0.4, 0.0, -0.1], [-0.2, 0.0, 0.0], [-2.1, -1.2, 0.6], [0.4, 0.9, 0.4], [-0.6, 1.0, -0.6], [-0.5, 0.0, -0.5], [0.5, -0.7, 0.1], [-0.1, -0.1, 0.0], [0.0, 0.0, 0.0], [0.0, 0.0, 0.0], [0.0, 0.0, 0.0]],
  "mulliken_charge": [0.257, -0.658, -1.224, -0.366, 0.384, 0.286, 0.359, 0.290, 0.343, 0.294, -1.581, 0.643, -0.390, -0.553, 0.195, 0.226, 0.313, 0.431, 0.387, 0.365],
  "e_lumo_ev": 1.0,
  "charge": 0,
  "homo_energy_ev": -7.63,
  "homo_lumo_gap_ev": 8.60,
  "e_above_lowest_ev": 4.720,
  "spin_multiplicity": 1,
  "e_tot_ha": -382.32905
}

---

{
  "formula": "C30H53BN8NiOSSb",
  "method": "ωB97M-V/def2-TZVPD",
  "species": ["Ni", "C", "C", "N", "N", "C", "B", "N", "C", "C", "C", "N", "N", "C", "C", "C", "N", "N", "C", "C", "C", "N", "H", "H", "H", "H", "H", "H", "H", "H", "H", "H", "H", "H", "C", "C", "C", "S", "O", "C", "C", "C", "H", "H", "H", "H", "H", "H", "H", "H", "H", "H", "H", "H", "H", "H", "C", "C", "C", "C", "Sb", "C", "C", "C", "C", "C", "C", "C", "C", "H", "H", "H", "H", "H", "H", "H", "H", "H", "H", "H", "H", "H", "H", "H", "H", "H", "H", "H", "H", "H", "H", "H", "H", "H", "H", "H"],
  "xyz": [[-0.3929, 0.1874, 0.6770], [-2.7494, -3.2041, 0.0494], [-1.5328, -2.5425, -0.0937], [-1.5860, -1.3570, 0.5108], [-2.8196, -1.2208, 1.0341], [-3.5380, -2.3283, 0.7758], [-3.1956, 0.0684, 1.8552], [-2.1632, 0.2082, 3.0115], [-2.3060, 0.3955, 4.3365], [-1.0718, 0.6940, 4.8742], [-0.2096, 0.6753, 3.7839], [-0.8532, 0.3654, 2.6591], [-2.9837, 1.3506, 0.9573], [-3.7988, 2.3952, 0.7219], [-3.1146, 3.3343, -0.0269], [-1.8503, 2.7791, -0.2098], [-1.7772, 1.5924, 0.3938], [-4.6331, -0.0245, 2.2655], [-5.7028, -0.0663, 1.4116], [-6.8247, -0.2450, 2.1634], [-6.3426, -0.3055, 3.4926], [-5.0302, -0.1784, 3.5649], [-3.0188, -4.1842, -0.3090], [-0.6315, -2.8587, -0.5998], [-4.5524, -2.4271, 1.1344], [-3.2843, 0.3072, 4.7829], [-0.8399, 0.9054, 5.9064], [0.8429, 0.8851, 3.7627], [-4.8012, 2.4156, 1.1243], [-3.4796, 4.2851, -0.3813], [-0.9906, 3.1891, -0.7228], [-5.5797, 0.0220, 0.3404], [-7.8441, -0.3175, 1.8186], [-6.9102, -0.4358, 4.4037], [-3.6926, 1.8080, -3.5192], [-3.3017, 0.3332, -3.5542], [-2.3995, -0.1279, -2.4097], [-0.7937, 0.6494, -2.4460], [-0.0016, 0.0094, -1.2782], [-0.0643, -0.0819, -3.8942], [-0.2828, -1.5732, -4.1122], [0.6311, -2.0777, -5.2266], [-4.4070, 2.0309, -4.3110], [-2.8354, 2.4727, -3.6566], [-4.1560, 2.0649, -2.5637], [-2.8357, 0.0867, -4.5126], [-4.1973, -0.2853, -3.4938], [-2.2216, -1.2016, -2.4112], [-2.7990, 0.1543, -1.4317], [0.9957, 0.1587, -3.7800], [-0.4357, 0.5237, -4.7286], [-1.3231, -1.7648, -4.3763], [-0.0815, -2.1214, -3.1869], [0.4465, -1.5463, -6.1614], [0.4642, -3.1388, -5.4101], [1.6841, -1.9412, -4.9667], [2.5945, -1.4379, -2.0895], [3.2271, -1.6075, -0.7168], [4.7494, -1.6059, -0.8676], [2.7357, -2.8885, -0.0417], [2.6018, 0.0429, 0.6105], [3.5232, -0.2916, 2.6408], [2.7333, -1.4163, 3.2991], [4.9639, -0.7211, 2.4191], [3.4841, 1.0279, 3.4014], [3.0764, 2.0251, -0.2298], [2.3492, 2.2184, -1.5505], [4.5952, 2.0066, -0.4116], [2.6367, 3.0954, 0.7687], [2.8935, -2.3030, -2.6943], [2.9602, -0.5455, -2.6002], [1.5117, -1.4003, -2.0507], [5.0054, -2.4754, -1.4870], [5.2932, -1.7123, 0.0616], [5.1169, -0.7250, -1.3912], [2.9412, -3.7306, -0.7119], [1.6616, -2.8835, 0.1547], [3.2540, -3.0919, 0.8949], [2.9059, -2.3717, 2.8085], [1.6654, -1.2487, 3.3504], [3.1008, -1.5113, 4.3275], [5.0474, -1.7276, 2.0194], [5.4229, -0.7389, 3.4172], [5.5493, -0.0276, 1.8140], [2.5362, 1.5549, 3.3743], [4.2607, 1.7088, 3.0564], [3.7040, 0.7984, 4.4502], [2.6050, 1.4590, -2.2899], [2.6573, 3.1918, -1.9506], [1.2684, 2.2382, -1.4255], [4.9081, 1.3397, -1.2129], [5.1425, 1.7508, 0.5001], [4.9058, 3.0220, -0.6904], [1.5686, 3.0468, 0.9956], [2.8249, 4.0735, 0.3099], [3.1908, 3.0704, 1.6999]],
  "forces_ev_per_angstrom": [[-1.0, 0.2, 0.3], [0.0, 0.0, 0.0], [0.0, -0.1, 0.0], [-0.1, -0.2, 0.0], [0.0, 0.1, 0.1], [0.0, 0.0, 0.1], [0.0, 0.0, 0.2], [-0.1, -0.2, -0.3], [-0.1, 0.0, -0.1], [0.1, 0.1, 0.0], [0.1, 0.0, 0.1], [0.0, 0.1, 0.3], [0.1, -0.1, -0.1], [0.0, 0.0, 0.1], [0.0, 0.0, 0.0], [0.1, 0.1, 0.1], [-0.1, 0.1, -0.2], [0.2, 0.1, 0.0], [0.3, 0.0, 0.2], [-0.1, 0.0, 0.2], [-0.1, 0.0, 0.3], [-0.5, 0.0, -0.8], [0.0, 0.1, 0.0], [-0.1, 0.0, 0.0], [0.1, 0.0, 0.0], [0.1, 0.0, -0.1], [0.0, 0.0, -0.1], [0.0, -0.1, 0.0], [0.1, 0.0, -0.1], [0.0, -0.1, 0.0], [-0.1, 0.0, 0.0], [0.0, 0.0, 0.1], [0.1, 0.0, 0.1], [0.0, 0.0, -0.1], [0.1, 0.0, 0.1], [0.0, 0.0, -0.1], [-0.1, 0.0, 0.1], [0.1, 0.4, 0.3], [0.4, 0.0, -0.2], [0.0, 0.0, -0.3], [0.1, 0.0, -0.1], [0.0, -0.1, 0.0], [0.0, 0.0, 0.0], [0.0, -0.1, 0.0], [0.0, 0.0, 0.0], [0.0, 0.0, 0.0], [-0.1, 0.0, 0.0], [-0.1, 0.0, 0.0], [-0.1, 0.0, -0.1], [0.0, 0.0, -0.1], [0.0, -0.1, 0.0], [0.0, 0.0, 0.0], [0.0, 0.0, 0.0], [0.0, 0.0, 0.0], [0.0, 0.0, 0.0], [-0.1, 0.0, 0.0], [0.1, -0.2, -0.1], [0.0, 0.1, 0.1], [0.0, -0.2, -0.2], [0.1, -0.1, -0.1], [0.6, -0.1, 0.0], [-0.3, 0.1, -0.6], [0.3, 0.0, 0.3], [0.2, 0.0, 0.4], [0.2, -0.2, 0.2], [-0.1, -0.1, 0.3], [0.2, 0.1, -0.1], [0.0, 0.3, 0.0], [0.0, 0.1, -0.2], [0.0, 0.1, 0.0], [0.0, -0.1, 0.0], [0.0, 0.0, 0.1], [0.0, 0.1, 0.0], [0.0, 0.0, 0.1], [0.0, 0.0, 0.0], [0.0, 0.0, 0.0], [0.0, 0.0, 0.0], [0.0, 0.0, 0.0], [0.0, 0.0, 0.0], [-0.2, 0.1, 0.0], [0.0, 0.0, 0.0], [0.0, 0.0, 0.0], [0.0, 0.0, -0.1], [0.0, 0.0, 0.0], [0.0, 0.0, 0.0], [0.0, 0.0, 0.0], [0.0, 0.1, 0.0], [0.0, 0.1, 0.0], [0.0, -0.1, 0.0], [0.0, 0.0, 0.0], [0.0, 0.0, 0.0], [-0.1, 0.0, 0.0], [0.0, -0.1, 0.0], [0.0, 0.0, 0.0], [0.0, -0.1, 0.0], [0.1, 0.0, 0.1]],
  "mulliken_charge": [-0.842, -1.476, -0.240, -0.180, 1.222, -0.043, 0.329, 0.368, 0.013, -1.623, -0.244, 0.485, 1.254, -0.122, -1.702, 0.135, -0.450, 0.721, -0.383, -1.042, -0.360, -1.098, 0.482, 0.303, 0.526, 0.576, 0.467, 0.349, 0.556, 0.487, 0.406, 0.527, 0.479, 0.456, -1.096, -0.834, 0.250, 0.394, 1.010, -1.093, 0.128, -1.564, 0.451, 0.296, 0.191, 0.275, 0.456, 0.561, -0.601, 0.394, 0.897, 0.429, -0.089, 0.393, 0.417, 0.283, -1.841, 1.851, -1.505, -1.853, 0.050, 1.923, -1.491, -1.837, -2.021, 1.496, -1.268, -1.481, -1.652, 0.635, 0.359, -0.252, 0.485, 0.272, 0.335, 0.484, 0.298, 0.381, 0.347, 0.255, 0.496, 0.364, 0.560, 0.358, 0.455, 0.371, 0.554, 0.307, 0.647, -0.169, 0.294, 0.277, 0.534, 0.264, 0.506, 0.330],
  "e_lumo_ev": [-4.5, -8.9],
  "charge": 2,
  "homo_energy_ev": [-13.63, -13.63],
  "s_squared": 3.76,
  "homo_lumo_gap_ev": [9.10, 4.72],
  "spin_multiplicity": 4,
  "e_tot_ha": -3859.35344
}

---

{
  "formula": "C12H33MnN2O19S4",
  "method": "ωB97M-V/def2-TZVPD",
  "species": ["Mn", "N", "O", "O", "O", "N", "O", "O", "O", "O", "H", "O", "S", "O", "O", "C", "C", "C", "H", "H", "H", "H", "H", "H", "H", "H", "O", "S", "O", "O", "C", "C", "C", "H", "H", "H", "H", "H", "H", "H", "H", "O", "S", "O", "O", "C", "C", "C", "H", "H", "H", "H", "H", "H", "H", "H", "O", "S", "O", "O", "C", "C", "C", "H", "H", "H", "H", "H", "H", "H", "H"],
  "xyz": [[15.9640, 25.0595, 15.0504], [16.9966, 23.0259, 17.5156], [16.1211, 23.7527, 16.9239], [16.6429, 22.3843, 18.5320], [18.1552, 22.9958, 17.0828], [16.9424, 22.2813, 13.4380], [16.1144, 23.0555, 14.0256], [18.1550, 22.4722, 13.5369], [16.4864, 21.3428, 12.7482], [17.8798, 25.2687, 14.8433], [18.3488, 25.8043, 14.2074], [13.9379, 24.3567, 15.3906], [12.7498, 23.6111, 15.7403], [11.4685, 24.1517, 15.3925], [12.8734, 22.1237, 15.1732], [11.7567, 21.2488, 15.2317], [12.2195, 19.8180, 14.9791], [12.9092, 23.2817, 17.5199], [11.0041, 21.4585, 14.4736], [11.3712, 21.2437, 16.2541], [13.0237, 19.5115, 15.6450], [12.5891, 19.7218, 13.9549], [11.3811, 19.1212, 15.0030], [12.1905, 22.5528, 17.8933], [12.6399, 24.2192, 18.0046], [13.9361, 22.9714, 17.7132], [15.8699, 25.7224, 12.9302], [16.5382, 25.7823, 11.6680], [17.9351, 26.0901, 11.5597], [16.2379, 24.3552, 10.9683], [16.6878, 24.1376, 9.6232], [17.0670, 22.6834, 9.4740], [15.6539, 26.9232, 10.5446], [17.5128, 24.8124, 9.3801], [15.8432, 24.3854, 8.9728], [16.2571, 22.1303, 9.9512], [18.0028, 22.4302, 9.9672], [17.1595, 22.4560, 8.4113], [14.6405, 26.5553, 10.4223], [16.2003, 26.9515, 9.6010], [15.7911, 27.9436, 10.8993], [14.1373, 29.1527, 15.8733], [13.8813, 27.7697, 15.5635], [14.9721, 26.8757, 15.2726], [13.0379, 27.1050, 16.7779], [11.8856, 27.7866, 17.2508], [11.1469, 26.8775, 18.2538], [12.7400, 27.6759, 14.1563], [11.1685, 27.9147, 16.4366], [12.0701, 28.7487, 17.7266], [11.7108, 26.7136, 19.1705], [10.9796, 25.9096, 17.7807], [10.1766, 27.3022, 18.5074], [12.4221, 26.6341, 14.1761], [13.3130, 27.9585, 13.2781], [11.9325, 28.3872, 14.3092], [16.6496, 26.5226, 17.3946], [17.4146, 26.7883, 18.5849], [18.6084, 27.5818, 18.4947], [16.4693, 27.4696, 19.7596], [15.1036, 27.1219, 19.7981], [14.3619, 28.1096, 20.6787], [17.8248, 25.2532, 19.4589], [14.9793, 26.1266, 20.2395], [14.6356, 27.1016, 18.8126], [14.5988, 29.1388, 20.3990], [14.8973, 28.0399, 21.6346], [13.3047, 27.9233, 20.8301], [18.6121, 24.7352, 18.9154], [16.9439, 24.6266, 19.5885], [18.1767, 25.5183, 20.4555]],
  "forces_ev_per_angstrom": [[2.8, -2.0, 0.4], [0.7, 0.3, -0.9], [-0.2, -0.4, 0.7], [-0.1, 0.2, -0.2], [-1.1, -0.1, 0.7], [0.4, 0.4, 0.0], [-0.3, -0.5, -0.3], [-0.6, -0.1, -0.1], [-0.1, 0.1, 0.1], [-0.2, 0.6, 0.4], [0.1, 0.1, -0.1], [-1.9, -0.9, -0.3], [1.3, -0.9, 1.4], [-0.2, 0.1, 0.0], [0.7, 1.1, -0.5], [-0.3, -1.5, 0.5], [0.5, 0.1, -0.9], [-0.6, 0.4, -0.5], [-0.1, 0.6, 0.3], [-0.5, 0.4, -0.2], [-0.1, 0.0, 0.1], [0.2, 0.2, 0.1], [-0.1, 0.1, 0.5], [0.0, -0.2, -0.4], [0.4, 0.1, 0.0], [0.2, 0.2, -0.1], [-0.5, 0.5, -1.2], [0.3, -0.7, -1.2], [-0.7, 0.0, 0.1], [0.0, 1.2, 1.0], [0.3, 0.2, -0.4], [-0.3, 0.2, 0.2], [1.0, -0.4, 0.3], [0.0, 0.0, 0.1], [0.0, -0.1, -0.1], [0.2, -0.4, -0.2], [-0.1, 0.1, 0.2], [-0.1, -0.1, 0.0], [-0.1, 0.3, 0.1], [-0.1, -0.5, -0.1], [-0.5, -0.1, 0.5], [-0.2, -0.9, -0.1], [-0.1, 0.5, -0.4], [-1.4, 1.6, 0.6], [1.0, 0.1, -0.7], [-1.7, -0.3, 0.7], [0.6, -0.1, -0.4], [0.5, -0.1, 1.2], [0.2, 0.3, -0.2], [0.6, 0.0, -0.3], [0.1, 0.1, 0.0], [-0.1, 0.0, 0.0], [0.0, 0.1, 0.0], [-0.2, 0.0, -0.4], [0.1, -0.2, 0.0], [-0.1, -0.1, 0.0], [0.1, 0.6, 1.4], [0.5, -1.2, 0.0], [-0.9, 0.0, 0.5], [0.8, 0.3, -0.9], [-1.5, -0.5, -0.2], [1.9, 0.4, 0.9], [-0.2, 0.6, 0.0], [0.1, -0.1, -0.1], [0.4, -0.1, -0.2], [-0.5, 0.0, -0.5], [-0.5, -0.1, 0.3], [-0.1, -0.1, -0.2], [-0.2, 0.0, -0.3], [0.0, 0.0, -0.4], [0.1, 0.3, -0.1]],
  "mulliken_charge": [2.943, 0.572, -0.257, -0.701, -0.560, 0.659, -0.401, -0.574, -0.702, -1.029, 0.041, -0.217, 0.860, -0.767, 0.023, -0.108, -1.353, -0.665, 0.239, 0.279, 0.336, 0.335, 0.388, 0.458, 0.037, 0.182, -0.527, 0.715, -0.664, -0.164, -0.310, -1.274, -1.188, 0.421, 0.262, 0.287, 0.324, 0.390, 0.301, 0.437, 0.403, -0.632, 0.836, -0.424, 0.059, -0.322, -1.219, -1.070, 0.372, 0.273, 0.234, 0.217, 0.435, 0.233, 0.367, 0.425, -0.348, 0.926, -0.667, -0.378, 0.637, -1.550, -0.962, 0.231, -0.200, 0.338, 0.438, 0.344, 0.383, 0.188, 0.400],
  "e_lumo_ev": [1.7, 1.7],
  "charge": -1,
  "homo_energy_ev": [-3.78, -4.29],
  "s_squared": 8.75,
  "homo_lumo_gap_ev": [5.53, 6.04],
  "e_above_lowest_ev": 0.000,
  "spin_multiplicity": 6,
  "e_tot_ha": -4759.64033
}